# 1
# C8H8FN

C8H8FN in the gas phase (the ωB97M-V functional and the def2-TZVPD basis, the OMol25 dataset).

Geometry as XYZ:
```
18
Properties=species:S:1:pos:R:3:forces:R:3:nbo_charge:R:1
C 2.715 -0.051 -0.103 0.078 -0.032 -0.031 -0.198
C 2.121 -1.302 -0.142 0.093 -0.002 -0.043 -0.213
C 1.926 1.091 -0.050 0.029 -0.005 -0.001 -0.229
C 0.748 -1.419 -0.099 -0.202 0.083 0.081 -0.170
C 0.553 0.990 0.005 -0.223 -0.235 0.056 -0.112
C -0.057 -0.275 0.015 0.649 -0.263 0.021 -0.191
C -2.457 0.637 0.553 0.078 -0.512 0.124 -0.323
C -1.451 -0.447 0.250 -1.985 1.609 -1.193 0.544
N -2.607 0.965 -0.840 1.137 -0.571 0.390 -0.597
F -1.972 -1.655 0.000 0.135 0.035 0.233 -0.317
H 3.791 0.031 -0.125 0.090 0.045 -0.018 0.215
H 2.723 -2.197 -0.201 0.095 -0.025 -0.017 0.217
H 2.391 2.065 -0.052 0.023 0.086 -0.013 0.217
H 0.288 -2.395 -0.119 -0.042 -0.048 0.022 0.223
H -0.068 1.871 0.003 -0.043 0.144 0.040 0.216
H -3.339 0.260 1.083 0.166 0.014 0.022 0.197
H -1.995 1.461 1.095 -0.041 -0.045 0.142 0.199
H -3.310 0.370 -1.273 -0.037 -0.278 0.185 0.321
```
Positions in Å, forces in eV/Å.

Total charge: 0
E_LUMO (alpha / beta) (eV): -0.2 / -0.3
Frontier orbital gap (alpha / beta) (eV): 7.4792 / 8.4033



# 2
# C5H9N3

A molecular structure, C5H9N3 (the ωB97M-V functional and the def2-TZVPD basis, the OMol25 dataset).

Geometry as XYZ:
```
17
Properties=species:S:1:pos:R:3:forces:R:3:nbo_charge:R:1
C 0.718 1.455 0.876 3.448 2.711 -0.906 -0.690
C 0.354 0.444 -0.225 -1.747 -1.949 -0.244 0.052
C 1.343 -1.156 0.226 5.179 1.792 3.865 -0.197
C -0.049 -1.114 0.092 -4.085 4.521 2.086 -0.133
C -0.933 0.787 -0.784 -5.399 2.926 -0.012 0.007
H 0.795 2.412 0.208 -0.634 -1.066 1.633 0.229
H 1.752 1.583 1.498 -1.533 -1.336 -2.197 0.238
H 0.140 1.559 1.750 -1.943 0.152 0.283 0.251
H 2.149 0.595 -0.763 0.958 -0.755 -0.765 0.345
H 1.388 -0.449 1.388 1.338 -2.682 -3.152 0.177
H 2.033 -2.026 0.176 -0.689 0.393 0.150 0.208
H -0.199 -1.404 -0.836 -1.562 -1.820 -4.539 0.180
H -2.039 -1.408 0.693 -3.506 -4.793 0.430 0.353
H -1.328 1.821 -1.161 1.307 -1.889 -0.207 0.217
N 1.458 -0.118 -1.023 1.028 0.120 3.468 -0.579
N -1.363 -0.788 0.714 3.151 3.376 -0.604 -0.452
N -1.992 0.166 -0.272 4.688 0.300 0.712 -0.206
```
Positions in Å, forces in eV/Å.

Total charge: 0
E_LUMO (eV): 0.8
Frontier orbital gap (eV): 10.1438



# 3
# C5H10N2O

3 unconnected molecules or ions with the total composition C5H10N2O (the ωB97M-V functional and the def2-TZVPD basis, the OMol25 dataset).

Geometry as XYZ:
```
18
Properties=species:S:1:pos:R:3:forces:R:3:nbo_charge:R:1
C 0.734 1.322 -1.963 0.251 0.271 -1.277 -0.083
C -0.430 -1.198 -0.869 0.183 0.157 0.058 -0.421
N -0.394 0.149 -0.321 0.685 0.121 0.512 -0.463
C 0.422 0.630 0.487 -1.135 0.029 -0.040 0.680
C -0.804 -0.650 2.073 -0.190 -0.309 0.850 -0.157
C -0.982 -1.934 2.296 0.093 -0.096 -0.164 -0.529
O 1.267 2.538 -1.613 -0.123 0.254 0.124 -0.705
N 1.092 1.423 1.135 -0.045 -0.538 0.117 -0.720
H 0.557 3.188 -1.539 0.116 -0.110 -0.028 0.483
H 1.684 2.060 0.609 -0.015 -0.169 -0.081 0.412
H 1.503 0.611 -2.236 0.018 -0.031 0.087 0.155
H -0.159 1.344 -2.578 -0.006 0.007 0.022 0.150
H -1.005 0.156 2.773 0.171 0.075 -0.154 0.177
H -1.345 -1.683 -0.537 -0.015 -0.010 0.001 0.219
H -0.455 -1.129 -1.959 -0.009 0.037 0.070 0.207
H 0.429 -1.802 -0.573 -0.023 0.016 0.002 0.197
H -0.813 -2.703 1.544 0.092 0.101 0.039 0.193
H -1.299 -2.322 3.270 -0.049 0.195 -0.137 0.205
```
Positions in Å, forces in eV/Å.

Total charge: 0
E_LUMO (alpha / beta) (eV): 0.3 / 0.7
Frontier orbital gap (alpha / beta) (eV): 7.0417 / 8.7097



# 4
# CH2N2S4

CH2N2S4 in the gas phase (the ωB97M-V functional and the def2-TZVPD basis, the OMol25 dataset).

Geometry as XYZ:
```
9
Properties=species:S:1:pos:R:3:forces:R:3:nbo_charge:R:1
C -0.456 -0.335 0.814 -2.152 1.744 -1.449 -0.042
N 0.627 -0.921 0.957 -1.879 -0.043 2.540 -0.180
N 1.735 -0.966 0.467 4.482 0.401 -2.702 -0.374
S 2.369 2.072 0.075 -0.045 -1.135 0.261 -0.342
S 2.796 0.174 -0.065 -1.194 -0.028 0.596 0.629
S -2.540 0.520 -1.339 -1.527 -2.136 -0.510 -0.134
S -0.717 0.856 -0.628 1.668 -0.995 1.086 0.081
H -1.301 -0.535 1.484 0.360 0.228 -0.226 0.219
H -2.513 -0.864 -1.765 0.287 1.964 0.405 0.144
```
Positions in Å, forces in eV/Å.

Total charge: 0
E_LUMO (alpha / beta) (eV): -1.8 / -1.8
Frontier orbital gap (alpha / beta) (eV): 6.8042 / 6.8367



M, respectively: 137.16; 111.15; 114.15; 170.31 g/mol.
Relative energy (zero: lowest compared OMol25 entry of this formula, charge and spin), respectively: 51.9; 189.7; 175.2; 36.2 kcal per mole.
E_tot, respectively: -12630.576; -9793.243; -10367.708; -47387.412 eV.